Density functional theory data (ωB97M-V with the def2-TZVPD basis set) for C20H35AsCrO6P2STe as an isolated structure.

Calculated values
2S+1: 5
Calculated total energy in Eh: -5863.84322
Kohn-Sham gap (spin up / spin down) in eV: 7.433 / 7.452
M in g mol⁻¹: 720.03
Energy relative to the best compared isomer or geometry (same formula, charge and spin) in kJ/mol: 4.35
Net charge: 0

XYZ file:
```
67
Properties=species:S:1:pos:R:3:forces:R:3:nbo_charge:R:1
Te -1.109 0.810 -3.851 -0.097 -0.001 0.024 0.202
As -0.556 2.488 0.816 0.168 -0.056 -0.073 0.954
Cr 0.743 0.589 -0.405 0.030 -0.152 0.260 0.845
S 0.486 1.922 -2.509 0.138 0.012 -0.038 -0.735
P 3.097 0.127 -1.230 -0.129 0.078 0.130 1.721
P -1.716 -0.733 -2.099 0.175 0.044 -0.079 2.081
O -0.537 -1.001 -1.217 -0.104 -0.002 0.039 -1.197
O 4.165 -0.392 -0.164 0.139 -0.057 -0.032 -0.816
O -2.291 -2.062 -2.752 0.061 -0.225 -0.118 -0.840
O 3.817 1.410 -1.902 -0.004 0.210 0.071 -0.816
O 3.336 -0.918 -2.417 -0.060 -0.273 -0.134 -0.819
O -2.984 -0.167 -1.353 -0.148 -0.056 0.092 -0.834
C -1.819 -1.750 4.230 -0.030 0.002 -0.079 -0.226
C 0.329 3.114 2.429 -0.098 0.034 0.008 -0.935
C 2.472 0.370 3.636 0.069 0.059 -0.140 -0.224
C 2.244 0.446 2.239 -0.007 -0.061 0.074 -0.206
C 1.109 -0.027 1.615 -0.243 0.067 -0.019 -0.438
C -0.795 4.164 -0.136 -0.021 0.019 0.050 -0.940
C 0.334 -0.683 3.904 0.014 -0.012 0.071 -0.065
C -1.379 -3.040 -3.330 -0.061 0.188 0.145 -0.062
C -2.036 -1.699 2.835 -0.022 0.005 0.041 -0.250
C 5.515 -0.703 -0.542 -0.073 -0.004 0.013 -0.251
C -5.067 -1.354 -0.998 -0.102 -0.032 0.004 -0.629
C 3.641 2.674 -1.260 0.048 -0.049 -0.057 -0.246
C -2.352 2.241 1.513 -0.034 -0.038 0.007 -0.942
C -1.096 -1.150 2.007 0.085 0.026 0.073 -0.137
C 1.536 -0.175 4.458 -0.081 -0.026 0.039 -0.216
C -0.659 -1.252 4.744 0.033 0.017 0.009 -0.180
C -3.723 -1.006 -0.413 0.151 0.096 -0.045 -0.064
C 2.344 -1.065 -3.444 0.072 0.068 0.094 -0.244
C -2.087 -3.721 -4.471 -0.052 -0.072 -0.091 -0.626
C 0.128 -0.618 2.499 0.088 0.000 -0.015 -0.114
H 5.901 0.033 -1.246 -0.004 0.012 -0.010 0.190
H 2.474 -0.292 -4.200 -0.030 0.037 -0.007 0.194
H -4.955 -1.948 -1.905 0.020 0.023 0.025 0.222
H -2.339 1.450 2.261 0.006 -0.002 0.019 0.245
H 1.341 -0.989 -3.021 0.022 -0.020 -0.031 0.182
H -3.005 -4.202 -4.129 0.029 0.030 0.005 0.217
H 0.168 4.512 -0.504 0.028 0.008 0.001 0.233
H -2.954 -2.107 2.426 0.008 0.009 -0.014 0.200
H -0.473 -1.284 5.814 -0.002 -0.004 -0.048 0.205
H 5.551 -1.694 -0.991 0.000 0.001 -0.014 0.192
H 3.021 0.926 1.658 0.101 0.024 -0.119 0.172
H -1.437 3.995 -0.996 -0.032 -0.005 -0.031 0.243
H 1.687 -0.228 5.531 0.004 -0.003 -0.037 0.205
H 4.456 2.853 -0.558 0.016 0.014 -0.005 0.182
H 3.633 3.439 -2.032 0.027 0.006 -0.017 0.203
H -2.341 -3.004 -5.253 0.007 -0.010 0.043 0.217
H -1.443 -4.487 -4.906 0.001 0.030 0.036 0.221
H 2.491 -2.048 -3.885 0.020 -0.022 0.001 0.188
H 0.281 2.330 3.183 0.007 0.001 0.011 0.248
H -3.021 1.955 0.704 -0.009 0.007 -0.050 0.230
H -5.644 -1.932 -0.272 0.031 0.018 -0.025 0.218
H -1.102 -3.732 -2.536 0.002 -0.013 -0.012 0.194
H 1.377 3.317 2.218 0.009 0.017 -0.015 0.229
H 2.691 2.718 -0.717 -0.033 -0.017 0.009 0.176
H -0.160 4.018 2.792 -0.003 0.021 0.043 0.218
H 3.396 0.768 4.043 -0.023 -0.021 0.005 0.204
H -3.134 -1.893 -0.177 -0.011 -0.052 -0.029 0.189
H -0.476 -2.528 -3.670 -0.019 0.008 -0.011 0.189
H -1.231 4.909 0.527 -0.034 0.063 0.005 0.216
H -5.625 -0.449 -1.236 0.021 -0.018 -0.005 0.218
H -3.810 -0.416 0.497 -0.018 0.037 0.041 0.199
H 6.108 -0.688 0.369 -0.011 -0.004 0.020 0.194
H -2.568 -2.187 4.879 0.024 0.016 -0.007 0.209
H -2.693 3.175 1.957 -0.053 0.000 0.053 0.223
H -1.255 -1.127 0.942 -0.003 0.000 -0.153 0.185
```
Positions in Å, forces in eV/Å.